{
  "formula": "C49H60F9N8O10",
  "method": "ωB97M-V/def2-TZVPD",
  "species": ["C", "C", "C", "N", "C", "C", "O", "C", "O", "C", "C", "C", "N", "C", "N", "C", "C", "C", "C", "C", "N", "C", "C", "C", "F", "F", "C", "F", "F", "C", "F", "F", "C", "F", "F", "F", "C", "C", "C", "C", "H", "H", "H", "H", "H", "H", "H", "H", "H", "H", "H", "H", "H", "H", "H", "H", "H", "H", "H", "H", "H", "H", "H", "H", "H", "H", "H", "H", "H", "H", "H", "H", "H", "H", "H", "H", "H", "H", "H", "H", "C", "C", "C", "C", "C", "C", "N", "O", "O", "H", "H", "H", "H", "H", "C", "C", "C", "C", "C", "C", "N", "O", "O", "H", "H", "H", "H", "H", "C", "C", "C", "C", "C", "C", "N", "O", "O", "H", "H", "H", "H", "H", "C", "C", "C", "C", "C", "C", "N", "O", "O", "H", "H", "H", "H", "H"],
  "xyz": [[-1.1924, -5.7899, 2.5587], [-0.2638, -5.1939, 2.1007], [0.8826, -4.4387, 1.5934], [0.7608, -4.1026, 0.1681], [0.0033, -2.8723, -0.1072], [-1.4991, -3.0270, 0.0359], [-2.0961, -1.7248, -0.0770], [-2.2196, -1.2913, -1.3450], [-1.7670, -1.8696, -2.3011], [-2.9459, 0.0191, -1.4880], [-1.9886, 1.1387, -1.9148], [1.9927, -4.1534, -0.5286], [3.0909, -3.3199, -0.3569], [2.9243, -1.9304, -0.7885], [4.2202, -1.4188, -1.2486], [3.8906, -3.5122, 0.8712], [3.5595, -2.5723, 2.0501], [3.7194, -3.3186, 3.3939], [4.2672, -2.4069, 4.4812], [3.2550, -1.2863, 4.8033], [2.0910, -5.0948, -1.4125], [0.9902, -6.0563, -1.6208], [-0.1385, -5.4872, -2.4806], [-0.8859, -6.6682, -3.0976], [-1.1707, -7.5375, -2.0776], [-0.1382, -7.3542, -3.9889], [-2.2515, -6.2880, -3.7093], [-2.9110, -7.4359, -3.9864], [-2.9788, -5.6368, -2.7799], [-2.1634, -5.4049, -5.0020], [-2.5708, -4.1598, -4.6648], [-0.8979, -5.2864, -5.4645], [-3.0832, -5.8642, -6.1630], [-2.7303, -7.0565, -6.6417], [-4.3544, -5.8600, -5.7500], [-2.9686, -4.9645, -7.1566], [3.2807, -5.2906, -2.2476], [4.0290, -6.5932, -1.8662], [2.9406, -5.2897, -3.7512], [2.5481, -3.8678, -4.1777], [-1.9138, -6.3223, 3.1276], [1.7516, -5.0854, 1.7133], [1.0336, -3.5468, 2.2045], [0.3136, -2.0826, 0.5922], [0.2798, -2.5057, -1.0918], [-1.9510, -3.6818, -0.7053], [-1.7775, -3.3941, 1.0174], [-3.5259, 0.2767, -0.6064], [-3.6430, -0.1296, -2.3121], [-1.4042, 1.4419, -1.0459], [-2.5282, 1.9857, -2.3229], [-1.2762, 0.7819, -2.6554], [2.2548, -1.9286, -1.6483], [2.4622, -1.2777, -0.0428], [4.6318, -0.8903, -0.4890], [4.0381, -0.7891, -2.0188], [3.7986, -4.5525, 1.1770], [4.9325, -3.3548, 0.5953], [4.3057, -1.7775, 2.0562], [2.5727, -2.1222, 1.9656], [2.7741, -3.7582, 3.7145], [4.4183, -4.1484, 3.2550], [5.2582, -2.0142, 4.2567], [4.3796, -3.0121, 5.3840], [3.3393, -0.5003, 4.0801], [3.4680, -0.9330, 5.8089], [2.2666, -1.7484, 4.8286], [0.6423, -6.4672, -0.6834], [1.4166, -6.9027, -2.1547], [0.2158, -4.8805, -3.3084], [-0.8670, -4.9809, -1.8590], [4.0017, -4.4908, -2.1370], [3.6446, -7.4078, -2.4741], [3.8742, -6.8213, -0.8130], [5.0864, -6.4300, -2.0402], [3.8852, -5.5134, -4.2423], [2.1939, -6.0366, -4.0063], [3.4048, -3.1985, -4.1648], [2.0384, -3.8197, -5.1363], [1.8504, -3.4490, -3.4450], [-0.9973, 4.3208, 5.3778], [0.1971, 4.0955, 6.0519], [1.1332, 3.2200, 5.5290], [0.8537, 2.5821, 4.3318], [-0.3349, 2.7874, 3.6533], [-1.2634, 3.6649, 4.1826], [1.8529, 1.6807, 3.7573], [2.8877, 1.5019, 4.3663], [1.6008, 1.1537, 2.6829], [-1.7228, 5.0137, 5.7836], [0.4016, 4.6075, 6.9819], [2.0644, 3.0454, 6.0471], [-0.5395, 2.2817, 2.7213], [-2.1886, 3.8366, 3.6695], [-3.4733, 9.3347, 1.1889], [-2.5537, 8.4850, 0.5901], [-2.5330, 7.1418, 0.9219], [-3.4409, 6.6653, 1.8505], [-4.3601, 7.4995, 2.4646], [-4.3720, 8.8431, 2.1281], [-3.4347, 5.2391, 2.1842], [-2.6026, 4.5319, 1.6446], [-4.2525, 4.8322, 2.9877], [-3.4917, 10.3825, 0.9215], [-1.8560, 8.8700, -0.1398], [-1.8157, 6.4855, 0.4524], [-5.0599, 7.1143, 3.1912], [-5.0861, 9.5071, 2.5948], [4.8491, 4.1364, 0.0719], [5.0265, 5.4987, -0.1329], [4.0967, 6.4023, 0.3573], [3.0007, 5.9228, 1.0506], [2.8047, 4.5710, 1.2576], [3.7372, 3.6734, 0.7637], [2.0174, 6.8748, 1.5921], [2.1993, 8.0551, 1.3782], [1.0806, 6.4198, 2.2194], [5.5811, 3.4348, -0.3068], [5.8919, 5.8584, -0.6721], [4.2312, 7.4621, 0.2000], [1.9400, 4.2112, 1.7973], [3.5959, 2.6123, 0.9228], [-6.6722, 3.4062, -1.8529], [-5.4272, 3.5843, -2.4417], [-4.8578, 4.8462, -2.4961], [-5.5484, 5.9142, -1.9532], [-6.7917, 5.7568, -1.3684], [-7.3547, 4.4917, -1.3205], [-4.9391, 7.2513, -1.9868], [-3.8538, 7.3645, -2.5219], [-5.5537, 8.1628, -1.4733], [-7.1121, 2.4185, -1.8081], [-4.8979, 2.7378, -2.8577], [-3.8901, 4.9890, -2.9532], [-7.3181, 6.6032, -0.9531], [-8.3251, 4.3522, -0.8649]],
  "forces_ev_per_a": [[0.16, -0.11, 0.44], [0.03, 0.28, -0.24], [-0.08, -0.38, -0.04], [-0.03, 0.14, -0.20], [0.49, 0.31, 0.43], [-0.20, 0.11, 0.03], [-0.05, -0.28, -0.12], [-0.18, 0.68, -0.34], [0.19, -0.43, 0.14], [-0.21, 0.06, -0.44], [0.37, -0.35, 0.58], [-0.01, -0.17, 0.03], [-0.42, 0.20, 0.38], [0.38, 0.21, -0.79], [-0.70, -0.15, 0.44], [-0.25, 0.37, 0.03], [0.45, -0.73, 0.25], [0.71, 0.27, -0.45], [-0.98, -0.24, 0.79], [0.90, -1.32, 0.34], [-0.21, 0.18, 0.24], [0.27, -0.42, -0.63], [-0.27, -0.90, -0.15], [-0.06, 0.18, 1.01], [-0.06, -0.04, -0.20], [-0.06, 0.09, -0.09], [-0.17, -0.54, -0.29], [0.23, 0.18, -0.13], [0.25, 0.00, -0.05], [-0.40, 0.78, 0.12], [0.14, -0.22, -0.10], [-0.14, -0.36, 0.13], [-0.06, 0.42, -0.58], [-0.21, 0.27, 0.28], [0.43, -0.30, -0.10], [0.00, -0.37, 0.37], [1.15, -0.95, -1.09], [-0.89, 0.54, 0.11], [0.20, 1.07, 0.40], [-0.54, -0.11, 0.44], [-0.27, -0.09, -0.19], [0.15, 0.07, 0.10], [0.03, 0.05, 0.04], [-0.04, 0.01, 0.06], [-0.33, -0.14, -0.24], [0.15, -0.07, -0.12], [0.07, 0.06, 0.12], [0.14, 0.01, 0.15], [-0.14, -0.18, 0.02], [-0.01, 0.32, -0.04], [-0.03, 0.13, 0.09], [-0.13, -0.06, -0.20], [-0.04, -0.10, -0.03], [0.07, -0.18, 0.26], [0.25, 0.15, -0.20], [0.29, 0.14, 0.02], [-0.02, -0.12, -0.05], [0.06, -0.13, -0.10], [-0.19, 0.29, -0.10], [-0.02, 0.10, -0.03], [-0.07, 0.01, 0.06], [0.00, -0.07, -0.06], [0.00, 0.04, -0.27], [0.14, -0.04, 0.01], [-0.29, 0.27, -0.13], [-0.08, 0.46, -0.07], [-0.19, 0.28, -0.12], [-0.14, 0.34, 0.23], [0.24, 0.05, -0.01], [0.05, 0.32, 0.19], [0.09, 0.43, -0.10], [-0.46, 0.43, 0.59], [0.23, -0.27, 0.05], [0.14, -0.13, 0.08], [0.10, -0.21, -0.11], [-0.07, -0.44, -0.14], [0.03, -0.11, -0.15], [0.15, -0.05, -0.19], [0.18, -0.05, -0.16], [-0.12, 0.07, -0.08], [0.09, -0.05, 0.00], [-0.10, 0.02, -0.10], [0.14, 0.04, 0.17], [-0.16, 0.13, 0.10], [-0.10, -0.02, -0.21], [0.17, 0.06, 0.41], [0.06, -0.02, -0.01], [-0.09, 0.53, -0.08], [0.05, -0.03, -0.06], [-0.01, -0.02, 0.01], [0.02, -0.01, 0.00], [0.04, -0.07, -0.09], [0.09, -0.03, 0.00], [-0.14, -0.12, -0.02], [-0.03, -0.03, 0.04], [-0.10, 0.10, 0.06], [0.22, -0.04, -0.22], [-0.04, 0.24, -0.07], [-0.18, 0.05, 0.12], [0.11, 0.00, -0.10], [-0.03, 0.08, -0.12], [-0.10, -0.01, -0.19], [0.05, -0.02, 0.03], [-0.01, 0.00, 0.00], [0.01, -0.03, -0.01], [-0.05, -0.12, 0.09], [0.04, -0.12, -0.02], [-0.01, -0.01, 0.01], [-0.02, 0.03, 0.01], [-0.05, -0.12, 0.04], [0.14, 0.14, -0.09], [0.15, -0.12, -0.05], [-0.13, -0.29, 0.11], [0.11, 0.05, -0.09], [-0.10, 0.07, 0.02], [0.01, -0.02, -0.01], [0.00, -0.01, -0.02], [0.01, 0.01, -0.01], [0.00, 0.02, 0.00], [-0.11, 0.03, 0.08], [-0.05, 0.15, 0.02], [-0.04, 0.01, 0.04], [0.01, -0.01, 0.00], [-0.11, 0.03, 0.09], [0.18, -0.12, -0.08], [-0.09, -0.23, 0.04], [-0.17, 0.05, 0.11], [0.09, -0.08, -0.05], [0.07, 0.15, 0.00], [0.01, -0.03, 0.01], [0.00, 0.00, 0.02], [-0.01, 0.00, -0.01], [0.00, 0.00, -0.03], [0.00, 0.14, 0.03], [0.10, 0.08, -0.03], [-0.01, 0.02, 0.00]],
  "lowdin_charge": [0.145, -0.103, -0.156, -0.043, -0.119, -0.119, 0.030, -0.495, 0.102, -0.134, -0.065, -0.226, -0.059, -0.240, 0.058, -0.135, -0.178, -0.223, -0.252, -0.097, 0.096, -0.063, -0.014, -0.430, 0.123, 0.140, -0.342, 0.158, 0.156, -0.321, 0.152, 0.149, -0.537, 0.193, 0.192, 0.177, -0.304, -0.007, -0.174, -0.071, 0.043, 0.129, 0.117, 0.136, 0.113, 0.118, 0.120, 0.119, 0.122, 0.079, 0.059, 0.078, 0.112, 0.115, 0.070, 0.076, 0.111, 0.126, 0.116, 0.093, 0.102, 0.110, 0.111, 0.106, 0.028, 0.079, 0.082, 0.141, 0.125, 0.119, 0.110, 0.139, 0.085, 0.085, 0.092, 0.127, 0.103, 0.082, 0.083, 0.051, -0.042, -0.055, 0.001, -0.156, 0.005, -0.050, -0.335, 0.055, 0.039, 0.114, 0.111, 0.120, 0.119, 0.065, -0.058, -0.059, -0.005, -0.149, -0.002, -0.058, -0.347, 0.051, 0.075, 0.113, 0.115, 0.119, 0.119, 0.111, -0.072, -0.062, 0.002, -0.143, -0.001, -0.066, -0.351, 0.086, 0.070, 0.104, 0.110, 0.122, 0.108, 0.097, -0.068, -0.070, -0.003, -0.148, 0.001, -0.060, -0.349, 0.073, 0.080, 0.107, 0.095, 0.118, 0.121, 0.110],
  "e_lumo_ha": -0.1171,
  "total_charge": 1,
  "orbital_gap_ev": 8.05,
  "largest_force_ev_per_a": 1.85,
  "e_homo_ev": -11.2
}